{"formula": "C19H15BCoF4N3O2S3Te", "method": "ωB97M-V/def2-TZVPD", "species": ["Co", "S", "C", "C", "C", "C", "C", "C", "C", "C", "C", "N", "H", "H", "H", "H", "H", "H", "O", "C", "C", "C", "C", "C", "C", "C", "O", "N", "N", "C", "S", "C", "C", "S", "H", "H", "H", "H", "H", "H", "H", "H", "H", "Te", "F", "B", "F", "F", "F"], "coordinates": [[0.621, 0.689, 0.579], [2.397, -0.091, 4.503], [0.712, -0.309, 4.741], [-0.003, -0.082, 3.606], [0.789, 0.304, 2.476], [2.108, 0.306, 2.840], [3.112, 0.456, 1.815], [4.494, 0.455, 1.982], [5.306, 0.512, 0.866], [4.731, 0.572, -0.393], [3.349, 0.597, -0.481], [2.569, 0.549, 0.589], [0.350, -0.627, 5.708], [-1.072, -0.235, 3.576], [4.905, 0.404, 2.982], [6.384, 0.508, 0.973], [5.333, 0.595, -1.291], [2.832, 0.662, -1.428], [-3.210, -0.563, -2.893], [-2.121, -0.474, -3.667], [-2.273, -0.749, -5.029], [-1.190, -0.690, -5.883], [0.072, -0.360, -5.398], [0.225, -0.085, -4.050], [-0.849, -0.128, -3.169], [-0.609, 0.224, -1.742], [0.559, 0.502, -1.361], [-1.670, 0.283, -0.959], [-1.317, 0.723, 0.306], [-2.300, 1.049, 1.037], [-3.969, 0.694, 0.553], [-4.478, 0.627, 2.289], [-3.869, 1.807, 3.025], [-2.172, 2.144, 2.400], [-2.918, -0.334, -1.961], [-3.260, -1.015, -5.389], [-1.330, -0.903, -6.937], [0.925, -0.319, -6.064], [1.191, 0.177, -3.637], [-4.111, -0.314, 2.698], [-5.568, 0.630, 2.323], [-3.802, 1.609, 4.096], [-4.452, 2.715, 2.865], [0.743, 3.174, 0.772], [0.526, -1.721, 0.400], [0.567, -3.149, 0.427], [-0.361, -3.651, -0.507], [1.871, -3.573, 0.088], [0.236, -3.596, 1.724]], "nbo_charge": [0.832, 0.334, -0.420, -0.262, -0.138, -0.342, 0.252, -0.257, -0.158, -0.298, 0.111, -0.415, 0.210, 0.206, 0.209, 0.196, 0.205, 0.232, -0.714, 0.437, -0.319, -0.197, -0.284, -0.135, -0.212, 0.627, -0.713, -0.513, -0.296, -0.047, 0.246, -0.540, -0.557, 0.367, 0.516, 0.203, 0.190, 0.195, 0.231, 0.215, 0.214, 0.211, 0.203, -0.858, -0.588, 1.362, -0.579, -0.582, -0.580], "total_charge": -2, "e_homo_ha": [-0.0126, -0.0129], "de_lowest_kj_mol": 12.29, "lumo_energy_ev": [4.143, 4.143], "orbital_gap_ev": [4.5, 4.5]}

---

{"formula": "C5H7FO2", "method": "ωB97M-V/def2-TZVPD", "species": ["F", "C", "C", "C", "O", "C", "C", "O", "H", "H", "H", "H", "H", "H", "H"], "coordinates": [[2.509, 0.279, -2.078], [2.152, 0.029, -0.828], [0.887, -0.268, -0.430], [0.500, -0.762, 0.970], [-0.428, 0.228, 1.534], [-1.166, 0.887, 0.547], [-1.459, -0.024, -0.681], [-0.198, -0.344, -1.303], [2.982, -0.071, -0.026], [-0.065, -1.742, 0.800], [1.289, -0.894, 1.811], [-2.134, 1.119, 1.091], [-0.735, 1.892, 0.223], [-2.054, -0.887, -0.316], [-2.078, 0.557, -1.315]], "nbo_charge": [-0.313, 0.181, 0.164, -0.132, -0.537, -0.101, -0.101, -0.502, 0.175, 0.189, 0.224, 0.198, 0.178, 0.179, 0.199], "smiles": "F/C=C1/COCCO1", "e_homo_ha": -0.3295, "de_lowest_kj_mol": 150.12, "lumo_energy_ev": 0.907, "orbital_gap_ev": 9.9}

---

{"formula": "C31H41ClMnN3O5SSi", "method": "ωB97M-V/def2-TZVPD", "species": ["Mn", "O", "C", "N", "C", "O", "C", "C", "C", "C", "C", "N", "C", "C", "C", "C", "C", "N", "H", "H", "H", "H", "H", "H", "H", "H", "C", "C", "C", "C", "O", "Si", "S", "O", "C", "C", "C", "C", "O", "C", "C", "C", "C", "H", "H", "H", "H", "H", "H", "H", "H", "H", "H", "H", "H", "H", "H", "H", "H", "H", "H", "H", "H", "H", "H", "H", "H", "H", "H", "H", "Cl", "C", "C", "C", "C", "C", "C", "C", "H", "H", "H", "H", "H", "H"], "coordinates": [[2.316, 0.284, 0.029], [6.054, 0.721, -1.411], [4.895, 0.799, -1.093], [4.217, 0.109, -0.116], [4.898, -0.756, 0.709], [6.038, -1.137, 0.623], [3.987, -1.194, 1.827], [4.474, -1.955, 2.878], [3.599, -2.354, 3.876], [2.270, -1.970, 3.775], [1.865, -1.210, 2.691], [2.701, -0.821, 1.728], [3.937, 1.774, -1.733], [4.403, 2.787, -2.556], [3.491, 3.670, -3.110], [2.142, 3.480, -2.832], [1.759, 2.447, -1.992], [2.637, 1.615, -1.424], [5.522, -2.207, 2.890], [3.947, -2.951, 4.705], [1.552, -2.261, 4.523], [0.832, -0.900, 2.588], [5.465, 2.852, -2.733], [3.820, 4.486, -3.736], [1.391, 4.124, -3.261], [0.716, 2.277, -1.754], [-2.854, -2.737, 1.589], [-2.837, -1.860, 0.336], [-2.094, -2.540, -0.813], [-4.251, -1.509, -0.113], [-2.131, -0.669, 0.716], [-1.824, 0.784, 0.115], [0.345, 0.883, 0.544], [-2.446, 2.044, 0.872], [-2.789, 2.403, 2.215], [-2.873, 3.929, 2.239], [-1.723, 1.902, 3.183], [-4.146, 1.784, 2.548], [-1.978, 0.920, -1.470], [-2.708, 1.749, -2.392], [-4.069, 2.123, -1.814], [-1.888, 3.008, -2.670], [-2.868, 0.914, -3.663], [-3.255, -3.719, 1.359], [-3.466, -2.278, 2.361], [-1.844, -2.852, 1.977], [-2.658, -3.396, -1.171], [-1.116, -2.885, -0.494], [-1.967, -1.831, -1.626], [-4.805, -2.416, -0.340], [-4.203, -0.894, -1.007], [-4.779, -0.958, 0.660], [-1.922, 4.364, 1.945], [-3.123, 4.272, 3.239], [-3.639, 4.274, 1.549], [-0.749, 2.299, 2.906], [-1.678, 0.816, 3.150], [-1.958, 2.220, 4.196], [-4.910, 2.163, 1.873], [-4.426, 2.029, 3.569], [-4.093, 0.703, 2.445], [-3.937, 2.699, -0.904], [-4.639, 1.229, -1.576], [-4.631, 2.713, -2.532], [-1.615, 3.477, -1.728], [-2.469, 3.715, -3.257], [-0.987, 2.756, -3.226], [-3.517, 0.062, -3.479], [-1.900, 0.543, -3.991], [-3.299, 1.517, -4.456], [4.557, -2.229, -2.343], [3.519, -3.016, -1.215], [3.906, -4.241, -0.696], [3.106, -4.887, 0.229], [1.919, -4.301, 0.657], [1.528, -3.090, 0.137], [2.301, -2.413, -0.827], [1.810, -1.172, -1.425], [4.829, -4.692, -1.022], [3.406, -5.843, 0.626], [1.301, -4.806, 1.384], [0.608, -2.623, 0.458], [0.716, -1.169, -1.519], [2.287, -0.979, -2.393]], "lowdin_charge": [0.554, 0.140, -0.447, 0.013, -0.433, 0.145, -0.156, 0.040, -0.008, -0.017, -0.114, 0.015, -0.146, 0.040, -0.004, -0.012, -0.093, -0.001, 0.132, 0.122, 0.117, 0.087, 0.134, 0.124, 0.116, 0.068, -0.011, -0.615, -0.007, -0.010, -0.144, -0.045, 0.562, -0.133, -0.625, -0.015, -0.042, -0.011, -0.130, -0.613, -0.015, -0.019, -0.015, 0.093, 0.088, 0.079, 0.098, 0.058, 0.082, 0.098, 0.067, 0.088, 0.090, 0.092, 0.087, 0.067, 0.076, 0.095, 0.092, 0.095, 0.073, 0.075, 0.080, 0.098, 0.092, 0.096, 0.073, 0.084, 0.088, 0.093, 0.814, -0.583, -0.081, -0.047, -0.058, -0.061, -0.309, -0.072, 0.115, 0.114, 0.113, 0.093, 0.070, 0.068], "total_charge": 1, "e_homo_ha": [-0.4227, -0.4227], "lumo_energy_ev": [-4.610, -3.621], "orbital_gap_ev": [6.9, 7.9], "multiplicity": 4}

---

{"formula": "C4H8O2", "method": "ωB97M-V/def2-TZVPD", "species": ["C", "C", "O", "C", "O", "C", "H", "H", "H", "H", "H", "H", "H", "H"], "coordinates": [[1.896, 0.979, 0.067], [1.990, -0.236, -0.358], [1.014, -1.177, -0.311], [-0.149, -0.731, 0.396], [-0.802, 0.346, -0.288], [-2.213, 0.162, -0.282], [0.947, 1.175, 0.505], [2.682, 1.748, -0.007], [2.861, -0.588, -0.882], [-0.708, -1.675, 0.523], [0.148, -0.437, 1.416], [-2.495, -0.128, 0.707], [-2.641, 1.126, -0.501], [-2.530, -0.565, -0.985]], "nbo_charge": [-0.527, 0.139, -0.501, 0.199, -0.548, -0.241, 0.208, 0.221, 0.182, 0.176, 0.157, 0.165, 0.195, 0.174], "smiles": "C=COCOC", "e_homo_ha": -0.3325, "de_lowest_kj_mol": 259.61, "lumo_energy_ev": 1.002, "orbital_gap_ev": 10.0}

---

{"formula": "C10H20N3O", "method": "ωB97M-V/def2-TZVPD", "species": ["C", "C", "C", "C", "C", "C", "C", "C", "C", "C", "N", "N", "N", "O", "H", "H", "H", "H", "H", "H", "H", "H", "H", "H", "H", "H", "H", "H", "H", "H", "H", "H", "H", "H"], "coordinates": [[2.847, 0.912, -0.767], [0.869, -0.047, -0.380], [3.432, 0.345, 0.546], [2.804, -1.004, 0.642], [-0.617, 3.002, -0.815], [-1.195, 2.170, 1.506], [-1.352, -3.905, -0.344], [-2.079, -0.300, -0.043], [-1.690, -1.583, -0.895], [-1.487, 2.156, 0.035], [1.696, 0.599, -1.182], [1.290, -0.899, 0.473], [-1.512, 0.838, -0.593], [-1.179, -2.533, -0.015], [3.449, 1.530, -1.377], [4.534, 0.431, 0.538], [3.229, 0.899, 1.390], [3.156, -1.762, -0.159], [3.032, -1.586, 1.650], [-1.016, 3.120, -1.889], [-0.526, 3.972, -0.396], [0.321, 2.436, -1.015], [-1.040, 3.140, 1.811], [-0.252, 1.563, 1.703], [-1.837, 1.743, 2.174], [-2.342, -4.193, -0.387], [-0.854, -4.330, 0.461], [-0.971, -3.993, -1.302], [-3.276, -0.241, -0.135], [-2.070, -0.560, 1.088], [-0.910, -1.087, -1.414], [-2.568, -1.839, -1.498], [-2.532, 2.504, -0.298], [0.646, -1.500, 0.886]], "nbo_charge": [0.267, 0.580, -0.534, -0.248, -0.612, -0.619, -0.225, -0.329, -0.073, -0.118, -0.509, -0.553, -0.172, -0.569, 0.209, 0.278, 0.254, 0.237, 0.260, 0.236, 0.225, 0.218, 0.231, 0.195, 0.228, 0.178, 0.198, 0.176, 0.274, 0.217, 0.189, 0.200, 0.261, 0.450], "total_charge": 1, "e_homo_ha": [-0.4550, -0.4749], "de_lowest_kj_mol": 615.34, "lumo_energy_ev": [-5.245, -4.238], "orbital_gap_ev": [7.1, 8.7]}